No. 1
14
Properties=species:S:1:pos:R:3:lowdin_charge:R:1 method="wB97M-V/def2-TZVPD" homo_ev=-8.006 smiles="C/N=c1/cc[nH]nn1" lumo_ev=0.1 total_energy_ev=-10199.776 orbital_gap_ha=0.2964 multiplicity=1 e_above_lowest_kj_mol=594.7
C 0.345 1.783 -1.809 -0.154
N 0.792 0.349 -1.500 -0.018
C 0.152 -0.201 -0.488 -0.363
C 0.819 -1.224 0.280 -0.052
C 0.229 -1.650 1.363 -0.099
N -0.848 -0.824 1.854 -0.092
N -1.493 0.035 1.081 -0.055
N -1.144 0.474 -0.144 0.084
H -0.706 1.477 -2.368 0.105
H 1.002 2.100 -2.643 0.053
H 0.008 2.476 -0.966 0.076
H 1.754 -1.583 -0.007 0.095
H 0.236 -2.416 2.291 0.160
H -1.146 -0.796 3.055 0.261

No. 2
14
Properties=species:S:1:pos:R:3:lowdin_charge:R:1 method="wB97M-V/def2-TZVPD" homo_ev=-9.301 lumo_ev=-1.0 total_energy_ev=-10195.774 orbital_gap_ha=0.3069 multiplicity=1 e_above_lowest_kj_mol=980.8
C -1.172 0.912 1.074 -0.142
C -1.749 0.261 -0.136 -0.328
C 0.798 -0.639 -0.015 -0.373
C 0.658 0.725 -0.547 -0.205
H -2.016 0.752 2.248 0.183
H 0.047 0.468 1.232 0.111
H -1.267 2.197 0.956 0.143
H -2.679 0.736 -0.688 0.150
H -0.277 -2.582 -0.574 0.239
H 2.663 -0.018 0.674 0.096
N -1.278 -0.687 -0.709 -0.092
N -0.393 -1.488 -0.189 -0.009
N 2.016 -0.947 0.742 0.076
N 1.415 1.822 -0.716 0.151

No. 3
19
Properties=species:S:1:pos:R:3:lowdin_charge:R:1 method="wB97M-V/def2-TZVPD" homo_ev=-7.503 smiles="CC1=C(Br)N2N=C(Cl)C=C[C@@H]2N1Br" lumo_ev=-0.2 total_energy_ev=-164430.102 orbital_gap_ha=0.2669 multiplicity=1
C -0.838 2.200 -0.351 -0.094
C -0.029 1.207 0.299 -0.468
C 1.254 1.299 0.660 -0.607
Br 2.539 2.666 0.382 0.767
N 1.709 -0.019 1.016 -0.099
N 2.917 -0.464 0.727 0.061
C 3.067 -1.693 0.401 -0.811
Cl 4.541 -2.384 0.072 0.750
C 1.955 -2.511 0.031 -0.102
C 0.722 -2.184 0.414 -0.034
C 0.491 -0.936 1.087 -0.335
N -0.495 -0.113 0.378 -0.417
Br -2.281 -0.453 0.907 0.767
H -1.671 1.594 -0.818 0.064
H -0.364 2.926 -1.115 0.105
H -1.247 2.977 0.428 0.123
H 2.161 -3.368 -0.493 0.070
H -0.213 -2.680 0.059 0.125
H 0.359 -1.007 2.149 0.136

No. 4
51
Properties=species:S:1:pos:R:3:lowdin_charge:R:1 method="wB97M-V/def2-TZVPD" homo_ev=-5.303 total_charge=-1 lumo_ev=2.6 total_energy_ev=-50766.584 orbital_gap_ha=0.2912 multiplicity=1
N 0.666 2.269 1.847 0.143
C -0.533 1.665 1.459 -0.428
C -0.731 0.339 2.244 -0.064
C -0.270 -1.000 1.639 -0.050
C -1.305 -1.961 1.099 -0.437
O -1.060 -3.139 0.977 0.085
O -2.505 -1.437 0.732 0.085
O -1.761 2.484 1.884 -0.156
S -2.972 2.055 0.979 0.578
O -3.781 1.099 1.679 -0.265
O -3.616 3.198 0.437 -0.205
O -2.148 1.278 -0.121 -0.133
C -0.745 1.720 -0.048 -0.264
C 0.214 0.950 -0.952 -0.067
C -0.506 0.158 -2.013 -0.118
O -1.021 -1.040 -1.394 -0.048
C -2.005 -1.686 -2.029 -0.347
O -2.848 -1.197 -2.731 0.087
C -0.693 3.223 -0.648 -0.661
O -1.128 3.270 -1.796 0.023
O -0.147 4.096 0.050 -0.020
H 0.693 2.407 2.850 0.096
H 0.693 3.193 1.395 0.075
H -1.760 0.254 2.581 0.103
H -0.124 0.461 3.142 0.113
H 0.483 -0.887 0.866 0.113
H 0.207 -1.574 2.434 0.126
H -3.167 -1.458 1.431 0.131
H 0.844 1.672 -1.462 0.126
H 0.879 0.320 -0.369 0.108
H 0.197 -0.126 -2.799 0.135
H -1.307 0.742 -2.456 0.127
H -1.969 -2.762 -1.820 0.137
C 5.079 3.862 -0.471 -0.101
C 3.566 3.722 -0.422 -0.323
O 3.158 2.417 -0.037 -0.092
H 5.504 3.135 -1.165 0.070
H 5.370 4.864 -0.791 0.068
H 5.517 3.677 0.513 0.067
H 3.130 3.893 -1.404 0.117
H 3.138 4.459 0.265 0.111
H 3.492 2.237 0.846 0.074
C -1.269 -6.186 -0.736 -0.095
C 0.122 -5.604 -0.921 -0.328
O 0.147 -4.203 -0.707 -0.108
H -1.973 -5.705 -1.415 0.071
H -1.274 -7.261 -0.928 0.065
H -1.624 -6.016 0.282 0.069
H 0.469 -5.759 -1.943 0.104
H 0.830 -6.098 -0.244 0.102
H -0.155 -4.019 0.192 -0.004